{"formula": "C39H28ClNO3PdS3Se", "method": "wB97M-V/def2-TZVPD", "symbols": ["Pd", "N", "C", "C", "C", "C", "C", "C", "C", "C", "C", "C", "C", "C", "C", "H", "H", "H", "H", "H", "H", "H", "H", "H", "H", "Se", "C", "C", "C", "C", "C", "C", "H", "H", "H", "H", "H", "Cl", "C", "C", "C", "C", "C", "C", "C", "O", "O", "H", "H", "H", "H", "O", "C", "C", "C", "C", "C", "S", "C", "C", "C", "C", "S", "C", "C", "C", "C", "S", "H", "H", "H", "H", "H", "H", "H", "H", "H"], "positions_angstrom": [[0.12621, 0.40742, -0.83487], [1.88928, -0.41241, -1.09081], [2.28392, -1.56779, -1.39430], [3.78041, -1.77480, -1.48183], [4.59489, -0.72413, -1.89863], [5.97251, -0.86405, -1.94361], [6.57152, -2.06066, -1.56279], [5.77173, -3.11292, -1.13955], [4.38940, -2.97190, -1.10728], [1.43627, -2.76906, -1.70234], [1.77169, -3.60997, -2.76504], [0.99196, -4.71389, -3.07228], [-0.12884, -5.00526, -2.30332], [-0.46254, -4.17609, -1.24262], [0.31038, -3.06001, -0.94770], [4.10874, 0.20579, -2.16674], [6.58839, -0.03542, -2.27597], [7.64963, -2.16911, -1.59546], [6.22359, -4.04921, -0.83077], [3.77010, -3.79921, -0.78120], [2.64455, -3.38228, -3.36649], [1.24939, -5.34061, -3.91929], [-0.75191, -5.85854, -2.54660], [-1.34802, -4.37266, -0.65086], [0.00770, -2.40151, -0.14340], [-0.44762, 0.05277, -3.16237], [-1.72085, -1.35101, -2.94405], [-2.57205, -1.39163, -1.83197], [-3.55290, -2.36522, -1.72796], [-3.71507, -3.32204, -2.72505], [-2.86924, -3.29540, -3.82537], [-1.88127, -2.32447, -3.93167], [-2.44784, -0.66141, -1.04086], [-4.19169, -2.37754, -0.85149], [-4.48116, -4.08487, -2.63882], [-2.96878, -4.04644, -4.60287], [-1.21150, -2.31989, -4.78415], [0.18305, 0.49665, 7.97902], [0.08514, 0.22293, 6.24649], [-0.73984, -0.78042, 5.76620], [-0.81344, -0.98283, 4.39623], [-0.07768, -0.19986, 3.51541], [0.74578, 0.79281, 4.02578], [0.83339, 1.01370, 5.39413], [-0.23075, -0.41747, 2.00998], [-1.01058, -1.30266, 1.64187], [0.46278, 0.37676, 1.30547], [-1.31520, -1.38236, 6.45768], [-1.45570, -1.74446, 3.97240], [1.31405, 1.39475, 3.33014], [1.46704, 1.79319, 5.79657], [-1.51114, 1.68283, -0.70305], [-1.40831, 2.82886, 0.05701], [-0.00393, 3.41584, -0.01737], [1.00545, 3.41670, 0.89455], [2.23579, 3.90631, 0.37036], [2.13172, 4.27331, -0.93493], [0.54971, 4.02007, -1.53500], [-1.86152, 2.63521, 1.50311], [-1.70960, 3.39382, 2.62709], [-2.43495, 2.87868, 3.73956], [-3.13187, 1.75219, 3.41886], [-2.90057, 1.30218, 1.78193], [-2.40026, 3.83954, -0.54478], [-2.62488, 5.16217, -0.30966], [-3.68405, 5.68554, -1.10401], [-4.22963, 4.73757, -1.91906], [-3.45605, 3.21520, -1.74321], [0.87853, 3.01400, 1.88676], [3.15830, 3.94946, 0.93328], [2.90717, 4.65441, -1.58047], [-1.09385, 4.28283, 2.65960], [-2.41782, 3.31251, 4.73111], [-3.73045, 1.14245, 4.07786], [-2.04785, 5.73795, 0.40202], [-4.01437, 6.71636, -1.07246], [-5.03465, 4.86871, -2.62611]], "mulliken_charge": [0.80, -0.63, -0.10, 0.03, -0.45, -0.52, -0.34, -0.69, -0.16, 0.37, -0.11, -0.87, -0.44, -0.46, 0.20, 0.46, 0.36, 0.35, 0.36, 0.40, 0.49, 0.33, 0.38, 0.44, 0.12, -0.45, 0.18, -0.26, -0.72, -0.45, -0.53, -0.46, 0.49, 0.38, 0.32, 0.34, 0.38, -0.29, 0.53, -0.77, -0.09, 0.08, 0.02, -0.88, 0.51, -0.73, -0.76, 0.39, 0.44, 0.26, 0.40, -0.36, 2.29, -0.48, 0.38, -0.83, -0.65, -0.11, -0.43, -0.17, -0.81, -0.63, -0.09, -0.63, -0.46, -0.63, -0.61, -0.04, 0.18, 0.37, 0.43, 0.52, 0.40, 0.47, 0.44, 0.37, 0.42], "gap_ev": 5.4, "e_above_lowest_kj_mol": 0.0, "lumo_ev": 3.94, "total_charge": -2, "homo_energy_ev": -1.489, "e_tot_ev": -162386.8720}

***

{"formula": "C39H28ILuN8O2", "method": "wB97M-V/def2-TZVPD", "symbols": ["Lu", "C", "C", "N", "C", "C", "C", "C", "C", "C", "C", "N", "C", "C", "C", "C", "C", "C", "C", "C", "N", "C", "H", "H", "H", "H", "H", "H", "H", "H", "H", "H", "H", "H", "I", "C", "C", "C", "C", "C", "C", "C", "C", "C", "C", "H", "H", "H", "H", "H", "H", "N", "N", "C", "O", "O", "H", "H", "H", "N", "C", "C", "C", "C", "C", "C", "C", "N", "C", "C", "N", "C", "H", "H", "H", "H", "H", "H", "H"], "positions_angstrom": [[-6.52783, -18.08047, 7.87346], [-2.66067, -19.10652, 10.78156], [-3.52781, -18.56643, 9.83373], [-4.71683, -19.10738, 9.57297], [-5.06382, -20.27746, 10.14378], [-4.23030, -20.88149, 11.12075], [-3.01413, -20.25465, 11.42886], [-4.67588, -22.04520, 11.75669], [-5.88583, -22.58249, 11.40288], [-6.70193, -21.99344, 10.40352], [-6.32805, -20.82834, 9.74314], [-7.06287, -20.12805, 8.82840], [-8.27034, -20.62425, 8.36387], [-8.61264, -21.94595, 8.10168], [-9.81973, -22.29507, 7.51153], [-10.73675, -21.34941, 7.14416], [-10.47112, -19.99313, 7.41348], [-11.38656, -18.93141, 7.08233], [-11.12017, -17.67701, 7.51726], [-9.90457, -17.42249, 8.14070], [-8.98337, -18.35381, 8.35561], [-9.26384, -19.64784, 8.05715], [-1.71491, -18.60965, 10.95004], [-3.28550, -17.69241, 9.27960], [-2.39127, -20.71764, 12.17988], [-4.05823, -22.56932, 12.50387], [-6.29457, -23.42938, 11.91558], [-7.66452, -22.43001, 10.23389], [-7.84506, -22.71471, 8.28962], [-10.02016, -23.33740, 7.23527], [-11.64652, -21.61732, 6.61682], [-12.33975, -19.12499, 6.57461], [-11.79431, -16.83538, 7.38766], [-9.67132, -16.36491, 8.31719], [-7.43935, -14.81724, 6.96554], [-8.10455, -15.54941, 5.14545], [-8.53397, -14.54992, 4.32374], [-9.06783, -14.85010, 3.07102], [-9.06931, -16.15592, 2.67188], [-8.55381, -17.18849, 3.49098], [-8.57199, -18.55054, 3.06299], [-8.13353, -19.55245, 3.87218], [-7.53649, -19.22640, 5.11725], [-7.49802, -17.93394, 5.65811], [-8.05264, -16.91049, 4.80530], [-8.47406, -13.51709, 4.66337], [-9.47287, -14.03212, 2.49918], [-9.50971, -16.39488, 1.68785], [-8.98914, -18.79530, 2.07812], [-8.20429, -20.55496, 3.53686], [-7.18272, -20.06477, 5.67874], [-6.78176, -16.68734, 9.87043], [-5.77474, -15.69590, 9.92413], [-4.64768, -15.77817, 9.05105], [-3.66044, -15.14491, 9.40506], [-4.79833, -16.51886, 8.00614], [-7.66914, -16.23333, 10.00583], [-6.66185, -17.32979, 10.69972], [-5.47493, -15.40371, 10.85908], [-0.06698, -26.56248, 8.25870], [-0.62391, -25.60886, 7.94578], [-1.37414, -24.42266, 7.59690], [-2.37805, -23.96370, 8.42041], [-3.03955, -22.75787, 8.17210], [-2.69198, -22.07673, 7.00993], [-1.70880, -22.55526, 6.14893], [-1.03947, -23.71890, 6.45511], [-3.32725, -20.83067, 6.72382], [-2.69005, -19.68146, 6.33735], [-3.66339, -18.72905, 6.30102], [-4.87568, -19.29130, 6.68105], [-4.62619, -20.55657, 6.89564], [-2.61704, -24.51425, 9.30742], [-3.76455, -22.36213, 8.84881], [-1.48473, -22.05463, 5.21230], [-0.25661, -24.09335, 5.81997], [-1.63122, -19.75869, 6.09934], [-3.56683, -17.67249, 6.05853], [-5.30567, -21.33091, 7.17918]], "mulliken_charge": [1.73, -1.19, -0.59, 0.54, -0.38, 1.44, -0.84, -1.03, -1.17, -1.56, 0.91, 0.39, 0.32, -0.61, -1.21, -0.92, 1.45, -0.79, -1.03, 0.05, -0.15, -0.09, 0.46, 0.69, 0.46, 0.37, 0.46, 0.80, 0.54, 0.33, 0.42, 0.41, 0.41, 0.35, 0.09, 0.35, -0.81, -0.64, -0.82, 1.03, -0.92, -1.47, 0.11, 0.25, 0.70, 0.38, 0.41, 0.30, 0.29, 0.54, 0.10, -0.44, -0.30, 0.26, -0.74, -0.55, 0.33, 0.28, 0.28, -0.51, 0.00, 0.40, -1.05, 0.45, 0.13, -0.63, -0.74, 0.33, -0.43, -1.02, 0.23, -1.03, 0.50, 0.38, 0.54, 0.48, 0.51, 0.56, 0.89], "gap_ev": 7.0, "e_above_lowest_kj_mol": 0.0, "lumo_ev": -0.29, "homo_energy_ev": -7.270, "e_tot_ev": -98639.0908}

***

{"formula": "C39H28MoNO2P2S5", "method": "wB97M-V/def2-TZVPD", "symbols": ["Mo", "S", "P", "C", "P", "S", "C", "C", "C", "C", "C", "C", "C", "C", "C", "C", "C", "C", "C", "C", "C", "C", "C", "C", "C", "C", "C", "C", "C", "C", "H", "H", "H", "H", "H", "H", "H", "H", "H", "H", "H", "H", "H", "H", "H", "H", "H", "H", "H", "H", "O", "C", "O", "C", "C", "C", "C", "C", "C", "S", "H", "H", "H", "H", "S", "C", "N", "C", "C", "C", "C", "C", "C", "S", "H", "H", "H", "H"], "positions_angstrom": [[0.19133, 0.26800, -0.04760], [-1.78377, 1.05826, 1.48903], [-1.08078, -0.52300, 2.53332], [0.23981, -1.16554, 1.62338], [-0.12296, -2.69398, 0.87579], [-1.36956, -2.64437, -0.64469], [1.51618, -3.35698, 0.38569], [2.60601, -3.23143, 1.24212], [3.86098, -3.65807, 0.83979], [4.03496, -4.21159, -0.42174], [2.94935, -4.35662, -1.27110], [1.69085, -3.93471, -0.86508], [-0.64176, -3.95497, 2.10619], [-1.66332, -4.84464, 1.79633], [-2.01973, -5.84032, 2.69584], [-1.35084, -5.95498, 3.90599], [-0.33308, -5.06606, 4.22227], [0.01561, -4.06615, 3.32831], [-0.42480, 0.06620, 4.13558], [0.83897, -0.32606, 4.55643], [1.32949, 0.10368, 5.78164], [0.56093, 0.94064, 6.57619], [-0.70166, 1.33965, 6.15566], [-1.19982, 0.89582, 4.94132], [-2.49285, -1.53659, 3.07979], [-3.58880, -1.66195, 2.23063], [-4.65852, -2.46293, 2.59872], [-4.63157, -3.14793, 3.80507], [-3.53084, -3.03866, 4.64356], [-2.46210, -2.23346, 4.28500], [2.47774, -2.76579, 2.21122], [4.71001, -3.53973, 1.50266], [5.02281, -4.51658, -0.74653], [3.08526, -4.78220, -2.25791], [0.83238, -4.01846, -1.52084], [-2.17669, -4.73484, 0.84900], [-2.82129, -6.52717, 2.45281], [-1.62540, -6.73357, 4.60797], [0.18199, -5.14711, 5.17230], [0.79613, -3.35704, 3.58134], [1.43042, -0.95604, 3.90120], [2.31559, -0.20031, 6.11029], [0.95220, 1.29439, 7.52279], [-1.29424, 2.00092, 6.77679], [-2.18421, 1.19480, 4.59889], [-3.59001, -1.13220, 1.28667], [-5.51354, -2.55941, 1.94124], [-5.47129, -3.76718, 4.09661], [-3.50250, -3.58732, 5.57721], [-1.60360, -2.13778, 4.93765], [-2.04176, 0.42559, -3.42560], [-1.20253, 0.93738, -2.71462], [-0.78803, 0.39759, -1.60232], [-0.56375, 2.24149, -3.09083], [-0.83672, 2.71303, -4.37671], [-0.29583, 3.89075, -4.84775], [0.54557, 4.63026, -4.02276], [0.81297, 4.19052, -2.74243], [0.26073, 3.00004, -2.24527], [0.64825, 2.66566, -0.56630], [-1.49418, 2.11738, -4.99591], [-0.52364, 4.23576, -5.84883], [0.99262, 5.54904, -4.38350], [1.45772, 4.76778, -2.09173], [2.52357, -0.48607, -0.91594], [2.87100, 0.31193, 0.53345], [1.84711, 0.88119, 1.12405], [2.20564, 1.71128, 2.16493], [1.36838, 2.60495, 2.82869], [1.90445, 3.39307, 3.82796], [3.24958, 3.28795, 4.18164], [4.09677, 2.42376, 3.50828], [3.57175, 1.65706, 2.47813], [4.38993, 0.58557, 1.35627], [0.32886, 2.66811, 2.53475], [1.26509, 4.09645, 4.34604], [3.64119, 3.90484, 4.98124], [5.14586, 2.36107, 3.76894]], "mulliken_spin": [1.97, 0.00, 0.00, -0.05, 0.03, 0.00, -0.01, -0.01, 0.00, 0.00, 0.00, 0.00, 0.00, 0.00, 0.00, 0.00, 0.00, 0.00, 0.01, 0.00, 0.00, 0.00, 0.00, 0.00, 0.00, 0.00, 0.00, 0.00, 0.00, 0.00, 0.00, 0.00, 0.00, 0.00, 0.00, 0.00, 0.00, 0.00, 0.00, 0.00, 0.00, 0.00, 0.00, 0.00, 0.00, 0.00, 0.00, 0.00, 0.00, 0.00, 0.04, 0.03, 0.02, 0.00, 0.00, 0.01, 0.00, 0.01, 0.00, -0.02, 0.00, 0.00, 0.00, 0.00, -0.03, 0.01, -0.05, 0.02, -0.02, 0.00, 0.00, 0.00, 0.00, 0.01, 0.00, 0.00, 0.00, 0.00], "spin_multiplicity": 3, "gap_ev": [6.8, 7.1], "s_squared": 2.02, "e_above_lowest_kj_mol": 113.7, "lumo_ev": [2.31, 2.30], "total_charge": -1, "homo_energy_ev": [-4.479, -4.764], "e_tot_ev": -121098.7442}